This record from the OMol25 dataset describes 12 unconnected molecules or ions with the total composition C48H96O16S4. The level of theory is ωB97M-V/def2-TZVPD.

Atoms and positions in Å:
C -5.117 3.242 1.534
C -4.768 2.085 0.631
C -3.595 2.591 -0.278
S -2.603 3.655 0.852
O -2.530 4.974 0.315
O -1.305 3.098 1.215
C -3.857 3.722 2.187
H -5.849 3.042 2.250
H -5.525 4.130 0.935
H -5.675 1.825 0.043
H -4.333 1.290 1.250
H -4.021 3.311 -1.009
H -2.939 1.853 -0.709
H -3.891 4.685 2.664
H -3.543 2.922 2.857
C 2.517 4.306 4.106
C 2.797 2.872 4.692
C 3.961 2.200 4.002
S 4.678 3.577 2.976
O 4.063 3.448 1.695
O 6.137 3.687 3.132
C 3.865 4.947 3.767
H 2.002 4.957 4.813
H 1.891 4.197 3.182
H 1.894 2.210 4.639
H 2.992 2.993 5.752
H 3.582 1.432 3.283
H 4.725 1.782 4.654
H 3.801 5.819 3.096
H 4.463 5.239 4.619
C -3.813 -1.531 -0.286
C -2.837 -2.769 -0.430
C -3.571 -3.772 -1.278
S -5.122 -3.810 -0.337
O -4.765 -4.407 0.942
O -6.192 -4.414 -1.080
C -5.277 -2.041 -0.255
H -3.681 -0.849 -1.099
H -3.574 -0.986 0.638
H -2.585 -3.213 0.577
H -1.899 -2.498 -1.015
H -3.123 -4.741 -1.243
H -3.764 -3.371 -2.267
H -5.804 -1.802 0.688
H -5.847 -1.627 -1.074
C 0.766 0.762 1.386
C 1.443 1.619 0.411
C 1.518 0.890 -0.891
S -0.006 0.024 -0.995
O 0.132 -1.306 -1.671
O -1.071 0.880 -1.489
C -0.207 -0.282 0.735
H 0.235 1.417 2.132
H 1.521 0.264 1.922
H 2.491 1.827 0.676
H 0.883 2.545 0.293
H 2.397 0.179 -0.911
H 1.640 1.515 -1.735
H 0.068 -1.358 1.007
H -1.264 -0.102 0.966
C -3.386 1.199 -4.877
C -2.085 0.491 -5.241
C -2.078 -0.774 -4.345
O -3.490 -0.997 -4.236
C -3.976 0.266 -3.813
H -4.098 1.297 -5.691
H -3.179 2.269 -4.491
H -1.202 1.114 -5.015
H -2.057 0.284 -6.275
H -1.694 -0.480 -3.336
H -1.464 -1.620 -4.757
H -3.568 0.555 -2.831
H -5.080 0.165 -3.817
C 1.660 -3.912 4.127
C 2.409 -2.555 4.423
C 3.904 -2.971 4.556
O 4.012 -4.236 3.951
C 2.781 -4.966 3.914
H 0.913 -3.776 3.318
H 1.054 -4.170 5.034
H 1.953 -2.106 5.310
H 2.337 -1.870 3.598
H 4.138 -2.945 5.621
H 4.528 -2.255 4.039
H 2.661 -5.797 4.694
H 2.769 -5.495 2.991
C 1.649 -2.289 -4.710
C 2.337 -0.923 -4.491
C 1.484 0.040 -5.232
O 0.845 -0.711 -6.295
C 0.961 -2.143 -6.026
H 0.899 -2.434 -3.922
H 2.340 -3.156 -4.739
H 3.364 -0.942 -4.876
H 2.443 -0.725 -3.393
H 1.987 0.855 -5.791
H 0.745 0.410 -4.511
H 1.485 -2.575 -6.882
H -0.051 -2.597 -6.046
C 5.901 -0.081 -0.428
C 4.893 -0.699 -1.372
C 4.141 -1.666 -0.528
O 4.189 -1.163 0.778
C 5.071 -0.007 0.822
H 6.225 0.949 -0.798
H 6.766 -0.699 -0.135
H 5.117 -1.104 -2.429
H 4.179 0.135 -1.650
H 4.612 -2.671 -0.582
H 3.106 -1.785 -0.842
H 5.685 -0.099 1.710
H 4.463 0.894 0.863
C -0.937 4.144 -2.858
C -0.037 4.053 -4.094
C 1.212 4.866 -3.688
O 1.306 4.725 -2.230
C -0.048 4.791 -1.731
H -1.265 3.156 -2.570
H -1.810 4.797 -2.979
H -0.459 4.488 -4.957
H 0.197 3.009 -4.298
H 1.031 5.924 -4.032
H 2.216 4.591 -4.121
H -0.360 5.818 -1.582
H -0.040 4.184 -0.796
C 5.867 2.225 -3.316
C 5.298 3.292 -2.340
C 3.930 2.704 -2.061
O 3.532 1.884 -3.205
C 4.649 1.739 -4.126
H 6.217 1.293 -2.832
H 6.647 2.490 -4.052
H 5.200 4.187 -2.929
H 5.898 3.408 -1.412
H 3.200 3.511 -1.948
H 3.855 2.244 -1.069
H 4.457 2.474 -4.950
H 4.662 0.705 -4.546
C -2.359 -6.549 2.098
C -2.998 -5.849 3.368
C -1.859 -4.980 3.803
O -1.409 -4.407 2.587
C -1.125 -5.558 1.764
H -3.110 -6.482 1.328
H -2.084 -7.589 2.289
H -3.314 -6.598 4.068
H -3.880 -5.265 3.145
H -1.090 -5.515 4.405
H -2.133 -4.212 4.518
H -0.146 -5.948 2.033
H -1.078 -5.251 0.717
C -4.736 -2.301 3.919
C -5.908 -1.351 3.670
C -5.295 0.030 3.610
O -3.888 -0.138 3.339
C -3.530 -1.295 4.057
H -4.673 -2.952 3.049
H -4.774 -2.874 4.875
H -6.740 -1.500 4.428
H -6.406 -1.520 2.690
H -5.332 0.669 4.547
H -5.668 0.692 2.717
H -3.457 -1.023 5.155
H -2.534 -1.603 3.740

Computed properties:
- SMILES = O=S1(=O)CCCC1.O=S1(=O)CCCC1.O=S1(=O)CCCC1.O=S1(=O)CCCC1.C1CCOC1.C1CCOC1.C1CCOC1.C1CCOC1.C1CCOC1.C1CCOC1.C1CCOC1.C1CCOC1
- E_LUMO (eV) = 0.25
- highest occupied orbital energy (eV) = -9.19

This record from the OMol25 dataset describes a molecular structure, C29H48BrN3P2SSr. The level of theory is ωB97M-V/def2-TZVPD.

Atoms and positions in Å:
N -7.141 5.671 -5.907
C -6.893 6.278 -4.743
C -6.092 5.718 -3.737
C -5.457 4.475 -3.964
C -5.755 3.836 -5.199
C -6.586 4.484 -6.121
C -4.526 3.872 -2.988
Sr 0.410 1.178 1.037
P 5.955 -0.753 -0.146
C -3.613 2.926 -3.346
C -2.682 2.263 -2.480
C -1.564 1.578 -3.016
C -0.692 0.874 -2.159
C -1.142 0.713 -0.868
C -2.052 1.590 -0.235
C -2.896 2.320 -1.096
Br 1.781 -1.028 2.268
H -4.542 4.250 -1.954
H -3.513 2.644 -4.404
H -5.994 6.276 -2.803
H -5.399 2.840 -5.462
H -7.362 7.247 -4.616
H -6.825 4.031 -7.080
H -1.407 1.604 -4.082
H -3.742 2.888 -0.709
H 0.251 0.436 -2.521
H -2.198 1.695 0.862
P -0.524 -1.760 -0.052
C 5.447 0.994 0.040
C 6.587 1.920 -0.412
H 5.202 1.150 1.103
H 4.543 1.129 -0.572
H 6.433 2.930 -0.017
H 7.563 1.563 -0.057
H 6.629 1.986 -1.507
C 5.221 -1.237 -1.762
C 5.989 -2.386 -2.423
H 5.247 -0.337 -2.396
H 4.174 -1.516 -1.564
H 5.717 -2.447 -3.483
H 7.075 -2.240 -2.362
H 5.745 -3.348 -1.957
C 4.948 -1.698 1.043
C 5.719 -1.990 2.334
H 4.643 -2.632 0.543
H 4.045 -1.098 1.248
H 5.150 -2.699 2.947
H 6.706 -2.428 2.131
H 5.859 -1.072 2.918
C -0.439 -3.228 1.088
C -1.547 -4.288 1.089
H -0.347 -2.780 2.093
H 0.535 -3.707 0.888
H -2.489 -3.889 1.485
H -1.733 -4.721 0.096
H -1.240 -5.114 1.745
C 0.595 -2.412 -1.396
C 0.063 -2.404 -2.829
H 0.882 -3.435 -1.100
H 1.508 -1.795 -1.326
H -0.635 -3.232 -3.013
H -0.435 -1.462 -3.078
H 0.903 -2.525 -3.527
C -2.191 -2.010 -0.796
C -3.316 -1.599 0.155
H -2.287 -3.063 -1.122
H -2.206 -1.389 -1.705
H -4.016 -0.938 -0.367
H -3.885 -2.468 0.503
H -2.956 -1.057 1.037
S -1.646 0.444 3.123
C -0.912 0.064 4.640
N -1.420 -0.890 5.448
C -0.868 -1.337 6.736
C 0.197 -0.385 7.239
C 1.078 0.127 6.110
N 0.210 0.667 5.061
H -2.222 -1.366 5.050
H -0.455 -2.341 6.610
H -1.688 -1.396 7.453
H 0.811 -0.870 7.997
H -0.282 0.468 7.728
H 1.708 -0.671 5.716
H 1.708 0.944 6.462
H 0.575 1.370 4.429

Computed properties:
- E_LUMO (alpha / beta) (eV) = -6.13 / -8.83
- highest occupied orbital energy (alpha / beta) (eV) = -12.13 / -12.19
- net charge = +2

This record from the OMol25 dataset describes a molecular structure, C37H40ClCoN4OPSSe2. The level of theory is ωB97M-V/def2-TZVPD.

Atoms and positions in Å:
Co 0.274 0.230 -0.155
Cl -5.937 3.849 -0.963
C -4.428 3.000 -1.066
C -3.972 2.554 -2.317
C -2.791 1.870 -2.422
C -2.003 1.584 -1.281
O -0.889 0.942 -1.436
C -2.482 2.030 -0.022
C -1.789 1.731 1.182
N -0.712 1.022 1.279
C -0.166 0.696 2.551
C -0.644 1.058 3.784
C 0.000 0.612 4.957
C 1.112 -0.176 4.897
C 1.643 -0.554 3.643
C 2.805 -1.344 3.488
C 3.244 -1.639 2.232
C 2.526 -1.171 1.119
N 1.438 -0.444 1.220
C 0.994 -0.118 2.476
C -3.699 2.745 0.057
H -4.570 2.750 -3.198
H -2.444 1.497 -3.377
H -2.236 2.131 2.090
H -1.520 1.682 3.890
H -0.406 0.904 5.916
H 1.596 -0.526 5.799
H 3.331 -1.700 4.365
H 4.136 -2.226 2.070
H 2.876 -1.395 0.121
H -4.064 3.068 1.024
Se -1.809 -2.273 2.090
P -1.413 -3.818 0.206
Se -1.339 -1.885 -0.832
C 0.296 -4.385 0.465
C 1.377 -3.860 -0.233
C 2.646 -4.387 -0.037
C 2.841 -5.423 0.865
C 1.765 -5.937 1.576
C 0.494 -5.421 1.378
C -2.009 -4.935 -1.106
C -3.279 -5.496 -1.008
C -3.727 -6.359 -1.999
C -2.911 -6.647 -3.081
C -1.650 -6.070 -3.182
C -1.189 -5.217 -2.193
H 1.221 -3.049 -0.936
H 3.484 -3.989 -0.597
H 3.833 -5.831 1.016
H 1.914 -6.744 2.281
H -0.350 -5.826 1.925
H -3.910 -5.258 -0.161
H -4.711 -6.801 -1.923
H -3.256 -7.324 -3.852
H -1.021 -6.286 -4.034
H -0.202 -4.781 -2.267
C 0.679 0.127 -7.495
C 1.824 -0.204 -6.540
C 1.387 -1.046 -5.339
C 0.293 -0.395 -4.497
N 0.657 0.952 -4.064
C 1.266 1.246 -2.927
S 1.873 0.013 -1.869
N 1.460 2.515 -2.590
C 0.915 3.679 -3.279
C 1.690 4.103 -4.530
C 3.095 4.652 -4.273
C 4.110 3.618 -3.778
H 1.054 0.617 -8.393
H -0.056 0.795 -7.039
H 0.162 -0.785 -7.802
H 2.298 0.718 -6.191
H 2.586 -0.766 -7.084
H 2.251 -1.237 -4.699
H 1.007 -2.009 -5.693
H 0.101 -0.993 -3.608
H -0.634 -0.319 -5.064
H 0.385 1.714 -4.667
H 1.969 2.656 -1.735
H 0.913 4.500 -2.562
H -0.127 3.468 -3.539
H 1.097 4.881 -5.017
H 1.766 3.261 -5.227
H 3.036 5.480 -3.561
H 3.458 5.062 -5.217
H 3.960 3.361 -2.730
H 5.121 4.012 -3.873
H 4.051 2.699 -4.366

Computed properties:
- E_LUMO (alpha / beta) (eV) = -4.35 / -4.34
- highest occupied orbital energy (alpha / beta) (eV) = -9.11 / -9.10
- relative energy (zero: lowest compared OMol25 entry of this formula, charge and spin) (eV) = 3.651
- net charge = +1

This record from the OMol25 dataset describes a molecular structure, C26H39AuBGeN2O5. The level of theory is ωB97M-V/def2-TZVPD.

Atoms and positions in Å:
Au 0.190 0.700 -1.213
C 0.119 -1.749 -5.402
N -0.083 -2.399 -4.099
C -0.072 -3.868 -4.092
C -0.289 -1.697 -3.017
O -0.280 -0.427 -3.013
C -0.588 -2.437 -1.727
O -0.821 -1.474 -0.704
C -0.962 -2.076 0.567
C -0.977 -1.019 1.650
O -0.897 0.224 1.342
N -1.045 -1.398 2.896
C -1.128 -0.431 3.999
C -1.149 -2.801 3.322
H -0.615 -2.141 -6.103
H 1.120 -1.974 -5.766
H -0.004 -0.677 -5.304
H 0.389 -4.203 -5.016
H -1.085 -4.270 -4.048
H 0.515 -4.255 -3.262
H 0.257 -3.075 -1.449
H -1.470 -3.070 -1.860
H -0.130 -2.762 0.751
H -1.898 -2.643 0.608
H -0.996 0.580 3.633
H -0.353 -0.666 4.726
H -2.099 -0.528 4.482
H -0.825 -3.491 2.551
H -2.181 -3.021 3.594
H -0.521 -2.938 4.200
C 4.615 0.908 0.428
C 3.475 0.719 1.409
C 3.767 1.400 2.725
O 2.286 1.419 0.792
B 1.561 0.429 0.311
O 1.795 -0.846 0.586
C 2.985 -0.787 1.534
C 3.982 -1.816 1.061
C 2.430 -1.140 2.897
H 4.816 1.973 0.318
H 4.377 0.502 -0.556
H 5.521 0.428 0.794
H 4.102 2.419 2.539
H 4.572 0.875 3.241
H 2.898 1.439 3.378
H 4.255 -1.676 0.018
H 3.563 -2.815 1.178
H 4.887 -1.760 1.668
H 1.688 -0.414 3.229
H 3.234 -1.175 3.631
H 1.972 -2.129 2.854
Ge -1.899 1.809 0.701
C -0.511 2.738 -0.352
C -0.509 2.910 -1.784
C 0.340 3.838 -2.390
C 1.159 4.627 -1.607
C 1.158 4.496 -0.211
C 0.355 3.569 0.405
C -3.593 1.442 -0.052
C -3.801 1.125 -1.400
C -5.088 1.084 -1.902
C -6.168 1.360 -1.068
C -5.969 1.658 0.272
C -4.682 1.701 0.787
H -1.947 2.380 2.111
H -1.255 2.426 -2.409
H 0.312 3.968 -3.463
H 1.786 5.376 -2.073
H 1.784 5.144 0.388
H 0.365 3.495 1.485
H -2.969 0.886 -2.055
H -5.256 0.843 -2.943
H -7.172 1.341 -1.469
H -6.812 1.870 0.915
H -4.535 1.947 1.833

Computed properties:
- E_LUMO (eV) = -11.00
- highest occupied orbital energy (eV) = -17.02
- relative energy (zero: lowest compared OMol25 entry of this formula, charge and spin) (eV) = 0.000
- net charge = +3

This record from the OMol25 dataset describes a molecular structure, C11H16N2O4S. The level of theory is ωB97M-V/def2-TZVPD.

Atoms and positions in Å:
O -3.522 -1.516 0.015
O 0.874 -1.302 -2.124
O -2.241 -3.235 0.777
O 1.912 0.916 -0.570
S -2.014 0.975 1.660
C -2.426 -1.993 0.258
C 1.027 -1.767 -1.000
C -0.904 -0.299 1.135
C 0.319 -0.610 1.676
N -3.643 2.528 -0.535
N 0.046 -2.003 -0.042
C -1.433 2.245 0.430
C -2.496 3.259 0.086
C 3.954 -0.234 -1.147
C -1.163 -1.172 -0.024
C 0.989 -1.761 1.036
C 2.808 -0.094 -0.145
C 2.107 -1.465 -0.017
H -1.279 -3.345 0.833
H 1.663 0.740 -1.501
H 0.731 -0.034 2.490
H -3.912 1.763 0.079
H -3.380 2.163 -1.438
H -0.558 2.729 0.843
H -1.152 1.772 -0.489
H -2.077 4.002 -0.601
H -2.836 3.828 0.983
H 3.570 -0.536 -2.141
H 4.477 0.756 -1.285
H 4.628 -0.997 -0.868
H -1.284 -0.619 -0.960
H 1.139 -2.643 1.643
H 3.183 0.194 0.854
H 2.892 -2.249 0.088

Computed properties:
- E_LUMO (eV) = 0.30
- highest occupied orbital energy (eV) = -9.06
- relative energy (zero: lowest compared OMol25 entry of this formula, charge and spin) (eV) = 3.169

This record from the OMol25 dataset describes C5H10ClN in the gas phase. The level of theory is ωB97M-V/def2-TZVPD.

Atoms and positions in Å:
C 0.926 0.595 -0.931
C -0.044 -0.069 0.011
C -0.889 -1.082 -0.749
C 0.070 -0.091 1.315
C 1.065 0.560 2.140
H 0.269 0.826 -1.741
H 1.344 1.480 -0.522
H 1.716 -0.065 -1.400
H -0.360 -1.882 -1.196
H -1.514 -1.712 -0.101
H -1.369 -0.441 -2.661
H -2.275 0.280 -1.606
H -0.694 -0.660 1.864
H 1.901 0.783 1.500
H 1.322 -0.081 3.053
N -1.818 -0.569 -1.749
Cl 0.350 2.128 2.774

Computed properties:
- SMILES = C/C(=C\CCl)CN
- E_LUMO (eV) = 0.78
- highest occupied orbital energy (eV) = -9.22
- relative energy (zero: lowest compared OMol25 entry of this formula, charge and spin) (eV) = 1.117